Model 1:
{
  "formula": "C2H3N3O2S",
  "method": "ωB97M-V/def2-TZVPD",
  "spin_multiplicity": 1,
  "homo_energy_ev": -8.81,
  "orbital_gap_ev": 9.18,
  "smiles": "O/N=c1\\nc(S)[nH]o1",
  "symbols": ["S", "O", "O", "N", "N", "N", "C", "C", "H", "H", "H"],
  "xyz": [[0.096, -0.507, -2.826], [-0.320, 2.014, 1.710], [0.063, -1.329, 0.901], [-0.236, 0.584, 2.000], [0.490, -1.658, -0.368], [-0.433, 0.390, -0.413], [0.032, -0.545, -1.151], [-0.362, -0.063, 0.927], [-0.421, 2.228, 2.550], [-0.386, 0.768, -2.792], [1.477, -1.881, -0.538]],
  "lowdin_charge": [0.889, -0.012, 0.010, 0.099, 0.034, 0.130, -0.796, -0.429, -0.010, -0.066, 0.150]
}

Model 2:
{
  "formula": "C2H3N3O2S",
  "method": "ωB97M-V/def2-TZVPD",
  "spin_multiplicity": 1,
  "homo_energy_ev": -9.40,
  "orbital_gap_ev": 9.29,
  "smiles": "[H]/N=C1\\NOC(=O)SN1",
  "symbols": ["S", "O", "O", "N", "N", "N", "C", "C", "H", "H", "H"],
  "xyz": [[-1.378, -1.267, -0.534], [-0.964, 1.279, -0.124], [-3.135, 0.300, 0.472], [2.136, -0.201, 0.173], [0.152, -1.270, 0.204], [0.271, 0.873, -0.676], [0.973, -0.207, -0.003], [-1.966, 0.189, -0.100], [0.802, 1.763, -0.794], [2.743, 0.576, 0.451], [0.365, -2.035, 0.931]],
  "lowdin_charge": [1.077, -0.073, -0.031, 0.162, -0.237, 0.019, -0.643, -0.681, 0.159, 0.086, 0.162]
}

Model 3:
{
  "formula": "C2H3N3O2S",
  "method": "ωB97M-V/def2-TZVPD",
  "spin_multiplicity": 1,
  "homo_energy_ev": -8.83,
  "orbital_gap_ev": 9.28,
  "smiles": "[H]/N=c1\\[nH]o/c(=N/S)o1",
  "symbols": ["S", "O", "O", "N", "N", "N", "C", "C", "H", "H", "H"],
  "xyz": [[2.644, -0.450, 0.009], [-0.683, 1.530, 0.016], [-0.362, -0.675, -0.031], [-2.529, -1.460, 0.042], [1.475, 0.773, 0.008], [-1.946, 0.898, -0.134], [0.254, 0.542, 0.009], [-1.720, -0.489, -0.008], [1.875, -1.534, -0.061], [-2.527, 1.262, 0.615], [-3.489, -1.162, -0.003]],
  "lowdin_charge": [0.762, 0.046, 0.108, 0.180, -0.287, 0.117, -0.536, -0.445, -0.155, 0.153, 0.058]
}

Which structure wins on stability? model 3 wins.

Model 1:
{
  "formula": "C2H4NP",
  "method": "ωB97M-V/def2-TZVPD",
  "spin_multiplicity": 1,
  "homo_energy_ev": [-7.67, -7.73],
  "orbital_gap_ev": [7.24, 7.43],
  "symbols": ["P", "N", "C", "C", "H", "H", "H", "H"],
  "xyz": [[1.671, -0.118, -0.620], [0.968, -0.507, 0.908], [-0.804, 0.572, -0.310], [-0.050, -0.600, -0.159], [0.775, 0.329, 1.377], [-0.708, 1.302, 0.329], [-0.358, -1.576, -0.387], [-1.495, 0.598, -1.139]],
  "lowdin_charge": [0.871, -0.293, 0.009, -0.708, 0.000, -0.016, 0.075, 0.062]
}

Model 2:
{
  "formula": "C2H4NP",
  "method": "ωB97M-V/def2-TZVPD",
  "spin_multiplicity": 1,
  "homo_energy_ev": [-8.71, -8.20],
  "orbital_gap_ev": [8.59, 7.82],
  "symbols": ["P", "N", "C", "C", "H", "H", "H", "H"],
  "xyz": [[-1.633, -0.511, -0.061], [-1.547, 1.102, 0.106], [0.567, 0.658, -0.151], [0.156, -0.796, 0.088], [1.058, 0.967, 0.696], [0.522, -1.212, 1.030], [0.569, -1.487, -0.673], [0.308, 1.278, -1.035]],
  "lowdin_charge": [0.700, -0.331, -0.063, -0.525, 0.025, 0.066, 0.060, 0.069]
}

Which structure wins on stability? model 1 wins.

Model 1:
{
  "formula": "C2F3N",
  "method": "ωB97M-V/def2-TZVPD",
  "spin_multiplicity": 1,
  "homo_energy_ev": -10.97,
  "orbital_gap_ev": 11.30,
  "smiles": "FC1=C(F)N1F",
  "symbols": ["F", "F", "F", "N", "C", "C"],
  "xyz": [[-1.225, -0.524, -1.563], [-0.654, 1.501, 0.802], [2.094, -0.512, 0.398], [-0.490, 0.082, 0.830], [0.674, -0.252, 0.104], [-0.399, -0.295, -0.571]],
  "lowdin_charge": [0.181, -0.099, 0.023, 0.106, -0.054, -0.158]
}

Model 2:
{
  "formula": "C2F3N",
  "method": "ωB97M-V/def2-TZVPD",
  "spin_multiplicity": 1,
  "homo_energy_ev": [-11.34, -10.47],
  "orbital_gap_ev": [10.03, 8.56],
  "symbols": ["F", "F", "F", "N", "C", "C"],
  "xyz": [[-1.699, 0.693, -0.587], [1.395, -0.739, -0.704], [1.325, 0.812, 0.794], [-0.915, -1.012, 0.762], [-0.828, -0.068, 0.011], [0.722, 0.313, -0.276]],
  "lowdin_charge": [0.128, 0.113, 0.116, 0.287, -0.484, -0.159]
}

Which structure wins on stability? model 2 wins.

Model 1:
{
  "formula": "C7H17N2",
  "method": "ωB97M-V/def2-TZVPD",
  "spin_multiplicity": 1,
  "charge": 1,
  "homo_energy_ev": [-10.84, -11.18],
  "orbital_gap_ev": [6.80, 7.73],
  "symbols": ["N", "N", "C", "C", "C", "C", "C", "C", "C", "H", "H", "H", "H", "H", "H", "H", "H", "H", "H", "H", "H", "H", "H", "H", "H", "H"],
  "xyz": [[3.238, -0.978, -0.264], [1.293, 0.385, -0.514], [-2.526, -0.401, 0.006], [-1.364, -1.094, -0.413], [0.153, 1.023, -0.146], [-0.136, 1.214, 1.359], [-0.315, 2.129, -1.094], [2.254, -0.147, 0.224], [-0.700, -2.165, 0.283], [-0.657, 1.686, -2.013], [0.318, 0.536, 2.068], [-0.900, -3.086, -0.305], [-2.253, -0.206, 1.089], [-3.467, -0.864, -0.117], [3.509, -1.078, -1.208], [0.065, 2.184, 1.770], [0.367, -1.901, 0.168], [3.883, -1.244, 0.415], [-1.311, 1.107, 1.414], [2.395, -0.007, 1.257], [-0.844, -0.938, -1.372], [-0.879, -2.345, 1.383], [0.500, 2.886, -1.355], [-1.234, 2.735, -0.682], [-2.761, 0.544, -0.497], [1.372, 0.024, -1.458]],
  "lowdin_charge": [0.163, 0.064, -0.111, -0.213, -0.352, -0.037, -0.044, -0.098, -0.092, 0.061, 0.070, 0.111, 0.093, 0.085, 0.110, 0.077, 0.060, 0.092, 0.096, 0.137, 0.108, 0.115, 0.107, 0.127, 0.095, 0.176]
}

Model 2:
{
  "formula": "C7H17N2",
  "method": "ωB97M-V/def2-TZVPD",
  "spin_multiplicity": 1,
  "charge": 1,
  "homo_energy_ev": [-11.22, -11.38],
  "orbital_gap_ev": [7.83, 8.19],
  "symbols": ["N", "N", "C", "C", "C", "C", "C", "C", "C", "H", "H", "H", "H", "H", "H", "H", "H", "H", "H", "H", "H", "H", "H", "H", "H", "H"],
  "xyz": [[-0.095, 0.971, 0.459], [-1.083, -1.202, 0.229], [0.125, -0.529, 0.500], [1.261, 1.552, 0.587], [-0.850, 1.465, -0.698], [-1.599, -2.456, 0.147], [1.344, -1.098, -0.194], [-0.892, 1.188, 1.744], [1.228, -1.213, -1.740], [-1.858, 0.587, 1.771], [2.321, -0.610, -0.038], [-1.917, -0.645, 0.306], [-0.181, 1.147, 2.603], [-1.153, 2.176, 1.754], [1.424, -2.158, 0.240], [1.915, 1.211, 1.275], [-0.931, -3.380, -0.009], [2.134, -1.706, -2.240], [1.778, 1.604, -0.417], [1.259, 2.716, 0.665], [-1.952, 1.286, -0.731], [0.379, -1.866, -1.958], [-0.365, 1.197, -1.516], [1.274, -0.148, -2.077], [-2.677, -2.576, -0.110], [-0.888, 2.485, -0.552]],
  "lowdin_charge": [-0.305, -0.014, -0.233, -0.014, 0.026, 0.065, -0.221, 0.031, -0.091, 0.134, 0.103, 0.103, 0.135, 0.064, 0.136, 0.072, 0.111, 0.106, 0.131, 0.155, 0.143, 0.063, 0.053, 0.068, 0.093, 0.089]
}

Model 3:
{
  "formula": "C7H17N2",
  "method": "ωB97M-V/def2-TZVPD",
  "spin_multiplicity": 1,
  "charge": 1,
  "homo_energy_ev": -14.83,
  "orbital_gap_ev": 12.21,
  "symbols": ["N", "N", "C", "C", "C", "C", "C", "C", "C", "H", "H", "H", "H", "H", "H", "H", "H", "H", "H", "H", "H", "H", "H", "H", "H", "H"],
  "xyz": [[0.333, -0.146, -0.422], [1.323, 0.167, -1.379], [-0.493, 1.388, 0.169], [-0.826, -1.845, 0.968], [-1.808, 1.290, -0.458], [1.472, -1.086, 1.775], [0.589, -1.326, 0.522], [0.325, 2.505, -0.505], [0.237, -0.544, -1.846], [-0.544, -2.854, 1.447], [-2.651, 1.832, -0.016], [2.186, -0.265, -1.214], [-0.263, 0.018, -2.689], [2.482, -1.452, 1.737], [1.053, -2.174, 0.078], [-1.864, 1.655, -1.507], [1.240, 2.581, 0.090], [-0.567, 1.103, 1.315], [-2.241, 0.338, -0.514], [-1.424, -1.188, 1.686], [-0.440, 3.242, -0.560], [0.141, -1.592, -1.957], [-1.568, -2.052, 0.099], [1.088, -1.745, 2.505], [1.486, -0.025, 2.127], [0.733, 2.176, -1.452]],
  "lowdin_charge": [-0.081, 0.065, -0.163, -0.058, -0.107, -0.029, -0.330, -0.029, -0.073, 0.113, 0.112, 0.128, 0.159, 0.077, 0.127, 0.109, 0.096, 0.174, 0.058, 0.101, 0.090, 0.120, 0.104, 0.063, 0.100, 0.075]
}

Which structure wins on stability? model 1 wins.